Record 1
{
  "formula": "C28H35N7",
  "method": "the ωB97M-V functional and the def2-TZVPD basis",
  "smiles": "c1cc[nH]c1.c1cc[nH]c1.c1cc[nH]c1.c1cc[nH]c1.c1cc[nH]c1.c1cc[nH]c1.c1cc[nH]c1",
  "homo_lumo_gap_ev": 8.40,
  "lumo_ev": 0.57,
  "max_force_ha_per_bohr": 0.0772,
  "de_lowest_ev": 2.680,
  "symbols": ["C", "C", "C", "N", "H", "N", "C", "H", "C", "H", "C", "H", "C", "C", "H", "C", "H", "N", "C", "C", "C", "N", "H", "C", "H", "C", "H", "H", "H", "H", "C", "C", "H", "H", "C", "C", "H", "C", "N", "H", "C", "C", "H", "C", "C", "H", "H", "C", "H", "C", "C", "N", "H", "H", "H", "H", "H", "N", "H", "H", "C", "H", "H", "C", "H", "H", "H", "H", "H", "H"],
  "coordinates": [[-3.5919, 3.2992, -5.6795], [5.1624, 0.8650, -1.7317], [2.2148, -1.7950, 4.9370], [1.2492, -2.6841, 3.1275], [-1.8561, 1.3638, 2.5565], [3.7595, 4.4178, 1.8633], [0.1951, 0.0976, 0.5041], [-0.7907, -2.0827, 3.4105], [0.2328, -3.3467, -0.1534], [-3.5266, 2.9191, -6.6883], [-3.3190, 3.6958, -3.4631], [2.4214, -5.6241, 0.9682], [-2.9759, 2.8481, -4.4890], [-0.5852, 0.7045, -0.4371], [3.8052, -0.0420, -4.5362], [-5.8038, -2.0803, 0.7663], [-3.0270, 3.5332, -2.4361], [-5.5194, -2.8599, -0.3235], [2.0729, 3.1359, 2.5775], [-4.8321, -1.0811, 0.7989], [-4.2369, 4.6677, -4.0369], [3.3394, -0.1077, -2.4264], [-4.0867, -3.0604, -1.8481], [0.2157, -2.0083, 3.7954], [-0.2504, -2.5245, -0.6603], [-4.3611, -2.4663, -0.9888], [-4.8372, -0.2443, 1.4816], [-2.2284, 2.1057, -0.0532], [0.1335, -0.0434, 2.5767], [1.1217, -0.4430, 0.3791], [0.1970, -5.4007, 0.7740], [2.7017, 4.3832, 2.7388], [2.9573, -1.3865, 5.6064], [1.0647, -3.2626, 2.3204], [4.0925, 0.2655, -3.5416], [-1.5363, 1.3496, 0.2870], [2.4435, -3.2474, -0.2406], [5.3636, 0.6466, -3.0785], [-4.3084, 4.4395, -5.3824], [-6.6918, -2.2414, 1.3594], [2.4249, -2.5895, 3.8541], [1.5701, -3.7734, 0.1157], [-2.4241, 1.9277, -4.3675], [3.5785, 3.4387, 0.9102], [-4.0313, -1.2552, -0.3463], [6.2536, 0.8362, -3.6601], [2.2201, 1.7479, 0.9120], [0.8108, -1.4301, 4.8754], [2.5382, 5.1605, 3.4706], [2.6058, 2.6345, 1.3932], [-1.4650, 0.9781, 1.6267], [-0.3267, 0.2522, 1.7276], [4.4917, 5.1113, 1.9185], [6.0645, 1.2214, -1.2566], [0.2596, -0.8349, 5.5883], [3.2982, -3.1353, 3.5287], [-4.6043, 5.6185, -3.6801], [-0.5467, -4.3146, 0.3216], [1.2319, 2.6934, 3.0907], [4.2173, 3.3651, 0.0424], [4.0021, 0.3802, -1.2970], [-4.8928, 4.9555, -6.0246], [-5.9628, -3.7395, -0.5466], [1.5307, -5.0480, 0.7655], [-0.3646, -6.2742, 1.0704], [2.5208, -0.6993, -2.4213], [-1.5475, -4.3841, 0.2050], [3.7527, 0.2478, -0.2546], [-3.2246, -0.6369, -0.7114], [-0.3599, 0.8408, -1.4845]],
  "forces_ev_per_a": [[0.560, -0.099, 0.785], [3.747, 0.549, 0.681], [-1.257, 0.663, -0.295], [-0.781, 0.102, 0.934], [-0.562, 0.063, -0.368], [-1.048, 1.109, -0.492], [1.746, -1.469, -0.640], [0.068, 0.228, 0.197], [2.343, -0.278, 0.219], [-0.103, 0.010, 0.142], [-2.445, 2.166, -0.424], [-0.329, -0.154, 0.242], [-0.598, -0.404, -2.242], [1.661, -0.038, -0.728], [-0.191, 0.016, 0.113], [0.887, 0.374, -0.613], [-0.185, 0.456, -0.003], [0.345, -1.092, -0.102], [-0.072, 2.183, -0.056], [-1.311, -0.251, -0.416], [2.018, -0.578, 0.921], [0.463, 1.432, 0.182], [0.380, 0.518, -0.022], [1.945, -0.992, -0.729], [0.520, 0.243, 0.144], [-1.966, 1.484, 1.763], [0.175, -0.081, -0.086], [-0.221, -0.266, -0.218], [-0.198, -0.154, -0.032], [-0.065, -0.117, 0.025], [-0.618, 0.623, 0.575], [0.251, -1.741, 1.256], [-0.132, -0.296, 0.080], [0.442, -0.032, 0.068], [1.290, -2.061, 0.375], [-3.268, 1.500, 1.687], [0.058, 0.021, 0.303], [-2.800, 0.425, -2.214], [0.510, -1.268, 0.563], [0.216, -0.071, 0.023], [-0.556, -0.389, -1.025], [-1.422, 1.006, -0.745], [0.144, 0.134, -0.254], [1.471, 0.173, 0.558], [1.464, -1.377, -1.185], [-0.247, 0.243, -0.016], [0.153, 0.064, -0.125], [0.007, 0.435, 0.918], [0.244, -0.142, 0.061], [-0.683, -1.797, -1.068], [0.702, 1.137, -0.078], [0.290, -0.379, 0.175], [-0.336, -0.090, -0.421], [-0.555, 0.136, 1.185], [0.205, 0.067, 0.107], [0.002, 0.218, -0.050], [-0.145, -0.281, 0.359], [-0.570, -2.361, 0.302], [0.055, 0.368, 0.132], [-0.045, -0.104, 0.153], [-1.139, -1.137, 0.143], [0.252, -0.146, 0.165], [-0.146, 0.266, 0.240], [-0.561, 0.622, -1.441], [0.372, -0.026, 0.225], [0.066, 0.494, -0.121], [0.162, 0.273, 0.026], [-0.654, -0.098, -0.296], [0.023, 0.140, 0.402], [-0.025, -0.168, 0.076]]
}

***

Record 2
{
  "formula": "C4H14N4",
  "method": "the ωB97M-V functional and the def2-TZVPD basis",
  "homo_lumo_gap_ev": 9.60,
  "lumo_ev": -6.12,
  "max_force_ha_per_bohr": 0.0301,
  "de_lowest_ev": 0.000,
  "total_charge": 2,
  "symbols": ["N", "C", "H", "N", "N", "H", "H", "H", "H", "H", "H", "H", "C", "C", "H", "C", "H", "H", "H", "H", "H", "N"],
  "coordinates": [[5.0868, -0.1211, 0.2510], [1.5413, 1.6953, -0.7197], [1.2593, -0.2129, 2.1794], [-7.2327, -1.6485, -0.7008], [2.6869, -0.3061, -0.0357], [5.5373, -0.4214, 1.1097], [-7.1202, -2.6694, -0.6273], [0.3497, -0.5452, -1.3484], [1.7415, 1.4690, -1.7642], [2.0465, 1.3590, 1.9602], [-7.3618, -1.2486, 0.2392], [0.3008, 1.2013, 1.7434], [1.4198, 0.4127, 0.1055], [3.8250, -0.1468, 0.1253], [-8.0609, -1.4385, -1.2763], [1.2569, 0.7067, 1.5992], [5.6881, 0.1517, -0.5201], [-6.3983, -1.2381, -1.1411], [2.3289, 2.3369, -0.3356], [0.1725, -1.2043, 0.1723], [0.5961, 2.2273, -0.6603], [0.3366, -0.3590, -0.3557]],
  "forces_ev_per_a": [[1.269, 0.061, 0.136], [-0.057, -0.118, 0.059], [0.001, -0.098, 0.051], [-0.070, -0.010, -0.005], [1.181, -0.033, 0.095], [-0.104, 0.041, -0.026], [-0.035, 0.250, -0.019], [0.020, -0.036, 0.003], [0.020, -0.033, -0.106], [0.104, 0.051, 0.030], [0.024, -0.099, -0.233], [-0.032, 0.038, -0.020], [-1.248, 0.883, 0.258], [-0.457, -0.560, -0.244], [0.188, -0.051, 0.137], [-0.034, -0.026, -0.137], [-0.109, 0.024, 0.028], [-0.221, -0.106, 0.112], [0.102, 0.048, 0.040], [0.028, -0.024, -0.026], [-0.035, 0.017, 0.032], [-0.533, -0.219, -0.164]]
}

***

Record 3
{
  "formula": "C13H9N11O4PtTe",
  "method": "the ωB97M-V functional and the def2-TZVPD basis",
  "homo_lumo_gap_ev": 6.15,
  "lumo_ev": 4.34,
  "max_force_ha_per_bohr": 0.0084,
  "de_lowest_ev": 0.957,
  "total_charge": -2,
  "symbols": ["C", "O", "H", "N", "N", "N", "H", "H", "N", "C", "H", "N", "O", "N", "H", "C", "C", "O", "N", "C", "C", "N", "C", "H", "Te", "Pt", "C", "H", "O", "C", "H", "C", "C", "N", "C", "N", "H", "C", "N"],
  "coordinates": [[-6.0152, -0.5305, -0.7700], [-4.1114, 1.3115, 1.0074], [-4.8893, -2.9487, -1.9002], [-0.9799, 2.9950, 4.5123], [4.0135, 0.9358, 2.5980], [4.1813, 0.3147, 1.4110], [2.7478, 2.0717, 4.4789], [5.4315, -0.7582, -4.0373], [-1.2536, 2.4002, 3.4094], [-3.1299, 0.5780, 0.7337], [5.0358, -2.3922, -2.2141], [-0.1159, 1.8261, 2.9413], [-6.8824, -1.1114, -1.4015], [2.0824, 0.6962, 1.5822], [1.6191, 1.0176, -3.2211], [2.3665, 0.2646, -3.0016], [3.1106, -1.6013, -1.7121], [-6.2323, 0.5862, -0.1262], [-2.9881, -2.4814, -1.0413], [2.7130, 1.1498, 2.6709], [4.5085, -0.7299, -3.4691], [-2.4544, -1.5121, -0.2976], [-3.4274, -0.6505, -0.0848], [3.7076, 0.9548, -4.5306], [0.2208, -0.6986, -1.0212], [0.1245, 0.6716, 1.2014], [-4.6367, -1.0925, -0.7029], [2.9555, -2.3038, -0.9034], [-1.9603, 0.7821, 1.0944], [0.8126, 2.1335, 3.8371], [-5.3568, 0.9101, 0.3685], [-4.2914, -2.2759, -1.3100], [4.2832, -1.6475, -2.4486], [0.3308, 2.8552, 4.8301], [3.5444, 0.2276, -3.7422], [3.0613, 0.1687, 0.8105], [-2.3944, -3.2370, -1.3338], [2.1357, -0.6389, -1.9680], [2.1328, 1.7596, 3.7504]],
  "forces_ev_per_a": [[0.088, -0.157, -0.080], [-0.022, -0.053, -0.110], [0.007, -0.008, 0.005], [0.025, 0.004, 0.031], [0.000, -0.003, 0.032], [0.033, -0.017, -0.012], [0.011, 0.025, -0.020], [-0.001, 0.000, -0.004], [-0.005, -0.052, -0.046], [-0.210, -0.145, -0.186], [0.000, -0.006, -0.002], [0.014, -0.150, -0.111], [0.000, 0.049, 0.033], [0.030, -0.044, 0.055], [-0.006, 0.001, 0.001], [0.088, 0.038, 0.022], [0.003, -0.001, 0.067], [0.215, 0.183, 0.206], [-0.085, 0.017, 0.063], [-0.016, 0.049, -0.052], [0.002, -0.020, 0.013], [-0.282, -0.060, 0.131], [-0.048, -0.087, 0.065], [0.000, -0.002, -0.006], [0.245, -0.250, -0.084], [-0.190, 0.206, 0.283], [0.011, 0.067, 0.015], [-0.005, 0.007, 0.009], [0.294, 0.311, 0.055], [0.095, 0.060, 0.009], [-0.148, -0.038, -0.082], [0.059, -0.013, -0.031], [0.033, 0.014, -0.026], [-0.051, 0.009, -0.016], [-0.011, 0.014, -0.013], [-0.041, -0.069, -0.145], [0.054, 0.010, -0.049], [-0.107, 0.190, -0.077], [-0.080, -0.080, 0.056]]
}

***

Record 4
{
  "formula": "C22H30BClN2O11",
  "method": "the ωB97M-V functional and the def2-TZVPD basis",
  "homo_lumo_gap_ev": 6.04,
  "lumo_ev": -2.80,
  "max_force_ha_per_bohr": 0.0562,
  "de_lowest_ev": 0.000,
  "symbols": ["O", "C", "C", "O", "N", "O", "H", "H", "H", "H", "C", "H", "C", "C", "H", "H", "H", "H", "H", "C", "N", "O", "C", "C", "O", "H", "H", "C", "O", "C", "H", "H", "H", "H", "H", "C", "C", "O", "C", "H", "C", "O", "H", "C", "H", "C", "C", "H", "O", "B", "C", "O", "H", "H", "C", "H", "Cl", "C", "H", "C", "C", "H", "H", "H", "H", "O", "H"],
  "coordinates": [[3.5260, 0.8949, -5.0151], [-2.9322, 2.1218, 3.4975], [3.9317, 1.7224, -5.9790], [1.8195, -0.8013, -5.3999], [-2.5477, -0.7573, 3.6226], [0.5741, -2.2998, -4.2991], [0.4155, 2.0147, 3.3367], [-3.6901, -0.7802, -3.4707], [3.6587, 2.2891, 0.0193], [4.5152, -1.6558, 2.5226], [-1.1606, -2.7725, 1.7314], [-1.8249, -3.6217, -0.5409], [-0.3237, -0.5316, 2.8697], [-0.3730, -2.0725, 2.9120], [3.5632, 1.5091, 2.2948], [-3.3860, -2.5141, -3.4109], [-1.3983, -0.9377, 0.4286], [-1.9053, -3.4426, 2.2092], [3.7508, 0.5992, -0.6748], [1.7424, 1.3130, -0.0335], [-1.6266, 0.1057, 3.2614], [-0.0533, -0.0055, -2.6055], [-3.6715, -0.1501, 3.8996], [-2.3346, -2.6362, -0.5153], [2.8978, -0.3994, 1.9381], [0.4437, -0.1613, 3.5811], [1.2695, 0.3352, 0.1664], [3.7068, 0.7133, 1.5330], [1.6829, 1.4147, -6.4037], [0.6694, -0.0014, -3.5711], [-4.4931, -0.8150, 4.2131], [-0.7156, -2.4817, 3.8840], [2.9955, -2.4507, 1.9919], [4.7866, 0.4519, 1.5811], [1.3945, 3.4037, 0.2753], [2.7614, 2.0525, -6.8609], [-1.9622, -1.8156, 0.7876], [5.0488, 2.1271, -6.1049], [0.9931, -1.1832, -4.4432], [0.6839, -2.4018, 2.8331], [-1.7239, 1.4316, 3.2018], [2.7772, 2.7679, -7.8173], [-3.0647, 3.2031, 3.4316], [-0.2884, 2.4399, 1.2380], [1.8487, 2.6065, 1.7881], [-3.9792, 1.2354, 3.8497], [1.2435, 2.4759, 0.8708], [-0.8747, 3.2827, 0.8393], [-3.7655, -2.7314, -0.7005], [2.0866, 0.6440, -5.2144], [-4.0686, -1.7258, -3.0370], [1.3072, 1.0599, -4.0217], [-0.7496, 3.3280, 3.1506], [-0.7016, 1.5093, 0.7913], [-4.1267, -1.6517, -1.5137], [-1.9247, -2.0811, -1.3872], [-5.5928, 1.7701, 4.2279], [3.6731, -1.5955, 1.8065], [1.5747, 1.5238, -1.1102], [-0.5082, 2.2980, 2.8074], [3.3119, 1.2399, 0.1104], [-5.0813, -1.9050, -3.4542], [-0.4513, -3.3838, 1.1385], [-2.9235, -1.5846, 1.2764], [0.0090, -0.2121, 1.8727], [-4.4724, -0.6672, -0.9655], [4.0328, -1.6572, 0.7594]],
  "forces_ev_per_a": [[-0.502, 0.151, -0.301], [-1.197, -2.605, 0.352], [1.140, -0.355, 0.879], [-0.220, 0.512, 0.505], [-0.970, 1.846, 0.146], [-0.157, 0.136, 0.259], [-0.429, -0.228, -0.330], [-0.345, -0.339, 0.591], [0.235, -0.664, -0.158], [-0.328, 0.229, -0.317], [-0.164, 0.758, 0.527], [-0.831, 0.340, 0.183], [0.929, -0.820, 0.657], [0.303, -0.515, -0.368], [-0.008, -0.378, -0.429], [-0.496, 0.227, 0.353], [-0.304, -0.195, 0.511], [0.484, 0.152, -0.506], [-0.183, 0.424, 0.281], [1.189, 0.283, -0.237], [2.075, -0.305, -0.938], [-0.061, -0.247, 0.037], [-2.369, -0.932, 0.827], [0.700, 0.907, -0.249], [1.041, -0.211, 0.123], [-0.480, -0.225, -0.354], [0.231, 0.443, 0.109], [0.003, 0.838, -0.200], [0.503, -0.124, 0.421], [-0.432, 1.153, 0.949], [0.510, 0.287, -0.212], [0.112, 0.571, -0.495], [0.345, 0.398, -0.090], [-0.611, 0.081, -0.114], [0.093, -0.469, 0.459], [-1.217, 0.284, -0.858], [-0.072, -1.800, -0.650], [0.050, 0.125, -0.120], [0.269, -1.418, -0.908], [-0.462, 0.432, 0.064], [0.480, 2.245, -0.199], [0.167, 0.098, -0.051], [0.271, -0.445, 0.018], [0.423, -1.665, 0.483], [-0.292, -0.266, -0.434], [1.142, 1.119, -0.417], [-0.860, 0.798, -0.778], [0.347, -0.304, 0.252], [0.650, -0.310, -1.000], [0.289, 0.131, -0.413], [0.550, -0.702, -0.478], [0.026, -0.501, -0.138], [0.149, -0.717, 0.118], [0.082, 0.648, -0.072], [0.187, -0.661, -0.393], [0.000, -0.368, 0.413], [1.091, -0.368, -0.239], [-0.679, -0.420, -0.426], [-0.355, 0.010, 0.723], [-0.666, 0.857, -0.353], [-0.887, -0.361, 0.954], [0.540, 0.038, 0.417], [-0.411, 0.356, 0.345], [0.527, 0.400, -0.380], [-0.431, 0.175, 0.363], [-0.773, 1.664, 0.716], [0.058, -0.199, 0.572]]
}